Here is a structure of composition C22H21I2N8Rh from the OMol25 dataset. Energies are from ωB97M-V/def2-TZVPD.

Geometry as XYZ:
```
54
Properties=species:S:1:pos:R:3
I 5.431 3.063 1.483
I 3.250 1.627 1.349
Rh 0.845 0.040 0.253
N 1.581 1.654 -3.549
N 0.788 -0.743 2.194
N 3.391 -3.256 -0.257
N 0.942 0.665 -1.702
N 2.134 -1.545 0.035
N -0.200 1.770 0.697
N 3.010 -3.341 1.031
N 0.865 -2.068 4.629
C -2.114 3.252 0.638
C -0.822 -1.041 -0.030
C 2.375 2.454 -4.485
C -1.680 -3.290 -0.226
C -3.462 3.515 0.498
C 2.869 -2.186 -0.855
C -3.059 -1.540 0.627
C 1.871 1.432 -2.263
C 0.409 1.001 -3.834
C -3.853 1.161 0.241
C 2.251 -2.291 1.173
C 0.123 -0.987 4.450
C -1.647 1.944 0.591
C -2.497 0.859 0.431
C -0.655 -2.369 -0.404
C -2.075 -0.572 0.380
C -4.333 2.456 0.282
C 0.073 -0.318 3.229
C 0.014 0.390 -2.687
C -2.865 -2.882 0.359
C 1.562 -2.508 3.586
C 1.525 -1.854 2.367
H 2.423 3.486 -4.148
H -3.649 -3.596 0.573
H 4.010 -3.955 -0.642
H -1.530 -4.321 -0.517
H -0.858 -0.211 -2.504
H -0.037 1.027 -4.813
H 0.090 2.029 1.640
H -4.545 0.360 0.024
H 3.036 -1.908 -1.882
H 0.265 -2.711 -0.852
H -0.563 0.547 3.099
H 3.380 2.046 -4.567
H 2.161 -3.402 3.708
H 0.227 2.481 0.103
H -0.457 -0.633 5.293
H -4.011 -1.221 1.029
H -3.825 4.533 0.540
H -5.387 2.640 0.132
H 1.897 2.419 -5.458
H 2.742 1.829 -1.769
H -1.414 4.068 0.780
```

HOMO-LUMO gap: 6.278 eV
charge: +2
energy relative to the best compared isomer or geometry (same formula, charge and spin): 0.0 kJ/mol
HOMO energy: -0.5066 Ha

Here is a structure of composition C48H76BN8O5Ti in a non-equilibrium geometry from the OMol25 dataset. Energies are from ωB97M-V/def2-TZVPD.

Geometry as XYZ:
```
139
Properties=species:S:1:pos:R:3
Ti -0.021 0.378 0.479
O -1.283 1.382 1.300
O 0.446 0.886 -1.385
O 1.619 1.355 1.335
O 0.447 5.116 -0.821
O 3.716 5.114 2.603
N 0.879 -2.591 -0.005
N -0.261 -1.077 2.376
N 2.622 3.261 1.946
N -1.665 -2.184 -0.331
N -1.649 -0.829 -0.543
N -0.614 -2.356 2.022
N 1.451 -1.347 0.063
N 0.916 3.223 0.295
C -2.354 2.073 -1.705
C -2.998 -5.169 0.008
C 1.626 -4.975 -0.630
C -3.279 -4.144 -1.081
C 1.804 -3.500 -0.388
C 0.925 4.068 -3.923
C 2.988 -2.828 -0.583
C 1.282 1.190 -6.354
C 0.805 1.525 -3.631
C 0.585 -5.264 -1.702
C 2.871 4.611 1.896
C 0.248 5.735 2.732
C -3.055 2.970 1.603
C 1.222 2.464 -5.805
C 0.546 1.773 -2.225
C 1.403 -5.797 0.639
C -2.745 -4.599 3.691
C 1.558 0.993 -7.818
C 4.401 -0.133 1.042
C -3.009 -4.711 -2.482
C -0.849 -3.095 3.133
C -0.016 0.119 4.653
C 0.629 1.368 4.082
C -1.305 -4.524 3.175
C 2.738 -1.488 -0.286
C -2.686 -0.533 -1.331
C 2.029 5.408 0.917
C -1.287 0.457 5.442
C 1.092 0.088 -5.527
C -3.310 0.550 2.290
C 3.565 0.784 -1.198
C -0.378 -5.366 4.054
C 3.853 5.232 -0.859
C -0.283 -1.031 3.708
C -4.624 1.024 -1.529
C 3.841 -0.459 -0.347
C 1.681 2.607 1.169
C -0.639 -2.285 4.220
C 0.981 2.658 -4.452
C -3.158 0.786 -1.926
C 1.180 6.406 1.730
C 1.073 4.557 0.070
C 2.984 6.163 -0.023
C -2.733 -2.730 -0.966
C -3.387 -1.703 -1.611
C 0.635 -1.028 -3.357
C -2.358 1.726 2.134
C 0.851 0.218 -4.168
B -0.556 -2.838 0.551
H 2.563 0.591 -7.965
H 3.610 6.810 0.593
H 0.688 -1.900 -4.009
H -5.025 1.869 -2.091
H 2.369 6.793 -0.665
H 0.660 -5.287 3.731
H 0.694 -0.296 5.376
H 0.451 2.806 -1.884
H -3.130 -4.741 1.000
H -4.697 1.264 -0.466
H 0.483 -6.339 -1.864
H -0.412 5.013 2.246
H -1.068 1.209 6.203
H -2.319 3.728 1.331
H 4.513 1.192 -1.554
H -1.743 2.074 -0.807
H -3.111 -5.628 3.669
H -5.258 0.159 -1.717
H -0.429 -5.040 5.095
H -1.727 2.293 -2.570
H 5.243 0.559 0.957
H 4.639 -0.991 -0.872
H 2.967 0.544 -2.078
H 1.128 -0.907 -5.958
H 3.169 2.703 2.585
H 1.707 4.261 -3.186
H -4.279 -1.804 -2.208
H -0.740 -4.003 0.521
H -4.119 0.800 2.982
H -1.945 -4.820 -2.680
H 4.479 5.794 -1.553
H -3.712 -5.989 -0.099
H 3.244 4.542 -1.451
H -1.696 -0.422 5.940
H -3.654 2.742 0.720
H 0.606 6.987 1.008
H 1.615 1.141 3.679
H -2.066 0.855 4.789
H 0.418 -5.625 1.068
H 1.056 4.772 -4.743
H 0.042 1.812 3.279
H 2.596 -5.283 -1.030
H -3.416 -3.981 3.092
H 1.487 -6.862 0.410
H 0.856 0.282 -8.254
H 1.378 -1.139 -2.565
H -0.335 -1.020 -2.857
H -2.801 -4.241 4.721
H -4.359 -3.972 -1.037
H -3.719 3.385 2.364
H -3.751 0.286 1.326
H 0.739 2.109 4.877
H -0.383 -4.875 -1.404
H -1.942 1.975 3.117
H -0.017 4.297 -3.425
H -1.999 -5.600 -0.052
H 2.148 -5.554 1.399
H 4.518 4.635 -0.230
H -0.382 6.475 3.226
H 1.360 3.327 -6.446
H 0.805 5.209 3.511
H 3.631 0.319 1.660
H -3.036 2.920 -1.608
H -3.473 -5.695 -2.584
H -2.782 -0.325 2.672
H -0.671 -6.417 4.019
H -3.422 -4.059 -3.251
H 1.487 1.931 -8.366
H 4.752 -1.039 1.538
H 0.856 -4.796 -2.651
H -0.735 -2.555 5.259
H -1.283 -4.929 2.168
H -3.156 0.591 -3.003
H 3.923 -3.254 -0.909
H 3.055 1.569 -0.646
H 1.868 7.081 2.242
```

HOMO-LUMO gap (alpha / beta): 7.190 / 8.184 eV
multiplicity: 2
energy relative to the best compared isomer or geometry (same formula, charge and spin): 0.0 kJ/mol
HOMO energy (alpha / beta): -0.2782 / -0.3172 Ha
⟨S²⟩: 0.753

Here is a structure of composition C25H50F2HgN4O8S2 in a non-equilibrium geometry from the OMol25 dataset. Energies are from ωB97M-V/def2-TZVPD.

Geometry as XYZ:
```
92
Properties=species:S:1:pos:R:3
Hg -0.973 3.580 -2.978
S 0.765 0.546 -2.164
S -1.484 0.432 -1.842
F -2.828 1.312 -2.050
F 1.823 1.666 -2.556
O -1.574 0.117 -0.416
O -1.746 -0.604 -2.799
O -2.168 3.012 -4.950
O -3.350 1.786 1.554
O 1.159 0.316 -0.786
O 0.365 4.685 -1.210
O 0.928 -0.547 -3.099
O -0.834 4.458 1.715
N -0.599 1.563 -2.343
N -1.583 -3.383 1.084
N 4.028 -0.112 1.973
N -4.717 -0.839 -4.398
C -4.575 2.950 -4.912
C -4.241 -2.045 -4.054
C 0.155 -0.952 5.406
C -3.320 3.803 -5.328
C 2.516 -0.111 2.369
C 0.158 3.576 1.188
C -1.157 -2.945 -0.130
C -4.512 -0.036 2.668
C 0.173 -3.082 -0.255
C 0.941 4.117 -0.037
C 4.328 0.706 0.682
C 4.828 0.798 2.923
C 5.781 1.185 0.695
C -6.057 -2.250 -5.460
C 4.715 -3.794 0.842
C 0.845 -0.261 4.192
C -4.554 1.036 1.649
C -5.174 -2.945 -4.577
C 4.653 -1.523 1.948
C -0.479 -3.845 1.866
C -5.692 -0.961 -5.360
C 0.623 -3.614 0.970
C 2.174 -0.732 3.794
C 4.190 -2.352 0.756
C 6.126 1.158 2.211
H -2.092 2.357 -5.648
H 6.926 0.433 2.358
H 2.978 -0.520 4.498
H -4.554 2.629 -3.871
H 4.444 -4.287 -0.091
H 0.746 -2.717 -1.095
H 0.863 -1.002 6.233
H -4.777 2.133 -5.605
H -2.556 -3.418 1.352
H 0.124 -0.371 3.382
H 0.849 0.826 4.275
H -1.963 -2.507 -0.700
H 2.221 -1.820 3.755
H -6.825 -2.640 -6.112
H -0.696 -0.349 5.723
H 5.005 0.292 3.872
H 1.714 4.813 0.290
H 4.653 -1.857 -0.098
H 6.478 0.517 0.189
H -0.220 -1.939 5.134
H -5.301 -0.760 2.468
H -0.287 2.609 0.951
H 4.279 1.732 3.043
H -2.735 1.255 1.042
H 2.210 0.927 2.243
H -3.270 3.967 -6.404
H 6.514 2.111 2.573
H 1.565 -4.111 1.145
H -4.493 0.279 3.711
H 0.802 3.163 1.964
H -3.316 -2.186 -3.515
H -3.356 4.749 -4.788
H -5.171 -4.016 -4.434
H -3.608 -0.610 2.463
H -5.330 1.718 1.996
H 3.729 1.598 0.865
H 3.110 -2.383 0.617
H -0.646 -4.309 2.827
H 1.994 -0.623 1.561
H -4.957 0.894 0.646
H -5.533 3.470 -4.893
H -4.491 0.030 -3.935
H 5.733 -1.397 2.026
H 4.129 -4.352 1.572
H 5.791 -3.925 0.956
H 4.275 -1.826 2.925
H -6.166 -0.105 -5.816
H 4.025 0.199 -0.234
H 5.938 2.142 0.197
H 1.591 3.319 -0.398
```

HOMO-LUMO gap (alpha / beta): 3.341 / 3.217 eV
multiplicity: 2
charge: -1
HOMO energy (alpha / beta): -0.0695 / -0.0650 Ha
⟨S²⟩: 0.766

Here is a cluster of 2 separate species, C2H3NO3 in total in a non-equilibrium geometry from the OMol25 dataset. Energies are from ωB97M-V/def2-TZVPD.

Geometry as XYZ:
```
9
Properties=species:S:1:pos:R:3
O -2.214 -0.054 -0.468
O 2.536 0.074 -0.331
O 0.093 1.678 -0.162
N 0.112 0.372 -0.117
C 1.411 -0.318 -0.144
C -1.051 -0.480 -0.016
H 1.141 -1.480 0.051
H -0.636 -1.553 0.505
H -1.391 1.760 0.681
```

HOMO-LUMO gap: 7.694 eV
energy relative to the best compared isomer or geometry (same formula, charge and spin): 757.5 kJ/mol
HOMO energy: -0.3605 Ha

| no. | energy (eV) |
| --- | --- |
| 1 | -54272.953 |
| 2 | -96969.268 |
| 3 | -80346.495 |
| 4 | -9748.238 |